This record from the OMol25 dataset describes one molecule with the formula C22H30N4O4. The level of theory is ωB97M-V/def2-TZVPD.

Last column: natural (NBO) charge in e.
Positions of all 60 atoms, in Å:
C 1.895 4.172 -2.004  -0.250
O 1.242 3.329 -2.917  -0.480
C 1.114 2.008 -2.605  0.268
C 1.566 1.430 -1.432  -0.304
C 1.395 0.064 -1.229  -0.134
C 1.809 -0.633 0.019  0.671
O 2.059 -1.824 0.052  -0.639
N 1.880 0.162 1.121  -0.613
C 1.951 -0.399 2.445  -0.235
C 0.568 -0.382 3.171  -0.056
C 0.056 -1.758 3.531  -0.084
C -0.655 -1.934 4.714  -0.165
C -1.184 -3.177 5.017  -0.258
C -0.983 -4.209 4.114  0.031
N -0.307 -4.059 2.989  -0.412
C 0.198 -2.873 2.705  0.023
N -0.389 0.392 2.373  -0.469
C -1.295 1.230 3.129  -0.218
C -1.956 2.219 2.171  -0.222
N -2.704 1.504 1.157  -0.438
C -3.410 2.404 0.272  -0.405
C -1.816 0.619 0.428  -0.220
C -1.158 -0.359 1.395  -0.242
C 0.776 -0.706 -2.201  -0.271
C 0.291 -0.141 -3.374  0.235
O -0.365 -0.869 -4.332  -0.509
C -0.466 -2.263 -4.163  -0.251
C 0.461 1.235 -3.591  0.281
O 0.042 1.958 -4.665  -0.495
C -0.262 1.326 -5.888  -0.239
H 2.930 3.859 -1.830  0.176
H 1.892 5.159 -2.464  0.202
H 1.365 4.221 -1.046  0.172
H 2.089 2.022 -0.700  0.222
H 1.406 1.052 1.081  0.410
H 2.334 -1.415 2.350  0.238
H 2.667 0.189 3.027  0.200
H 0.700 0.171 4.108  0.205
H -0.791 -1.103 5.394  0.210
H -1.736 -3.339 5.930  0.218
H -1.376 -5.201 4.297  0.191
H 0.745 -2.824 1.772  0.222
H -0.733 1.785 3.884  0.199
H -2.083 0.641 3.629  0.174
H -2.646 2.859 2.727  0.202
H -1.173 2.858 1.721  0.159
H -2.732 3.062 -0.295  0.164
H -4.088 3.021 0.858  0.199
H -3.994 1.818 -0.436  0.202
H -2.404 0.062 -0.306  0.205
H -1.034 1.182 -0.115  0.168
H -0.503 -1.031 0.842  0.217
H -1.947 -0.959 1.877  0.186
H 0.672 -1.760 -2.005  0.245
H -0.970 -2.626 -5.058  0.199
H -1.062 -2.521 -3.283  0.180
H 0.520 -2.732 -4.085  0.183
H -1.195 0.760 -5.833  0.186
H 0.543 0.662 -6.210  0.178
H -0.370 2.139 -6.606  0.188

Properties
Orbital gap, eV: 8.7069
SMILES string: COc1cc(C(=O)NC[C@H](c2cccnc2)N2CCN(C)CC2)cc(OC)c1OC
ΔE to the lowest compared entry with this formula, charge and spin, kcal per mole: 109.3
Net charge: 0


This record from the OMol25 dataset describes C22H30N7PSTeZr as an isolated structure. The level of theory is ωB97M-V/def2-TZVPD.

Last column: natural (NBO) charge in e.
Positions of all 63 atoms, in Å:
Zr -0.521 -1.221 -0.625  1.379
N -2.037 -3.451 -4.158  -0.732
C -1.737 -3.083 -2.919  0.354
S -0.060 -2.506 -2.668  -0.195
N -2.638 -3.203 -1.975  -0.372
N -2.141 -2.754 -0.785  -0.375
C -2.697 -3.146 0.301  0.105
C -2.147 -2.687 1.585  0.153
C -2.663 -3.116 2.790  -0.184
C -2.078 -2.659 3.969  -0.087
C -1.004 -1.792 3.904  -0.220
C -0.541 -1.401 2.658  0.096
N -1.094 -1.835 1.521  -0.599
H -1.360 -3.409 -4.900  0.429
H -2.952 -3.830 -4.351  0.435
H -3.536 -3.835 0.264  0.246
H -3.503 -3.797 2.812  0.259
H -2.468 -2.984 4.925  0.261
H -0.525 -1.413 4.795  0.263
H 0.290 -0.711 2.565  0.218
C 4.858 -0.439 1.027  -0.080
N 4.195 0.652 0.306  -0.433
C 4.657 0.660 -1.082  -0.079
N 4.455 -0.620 -1.756  -0.431
C 5.113 -1.682 -0.990  -0.080
N 4.659 -1.749 0.400  -0.433
C 3.286 -2.222 0.514  -0.491
P 2.167 -1.034 -0.352  0.636
C 2.751 0.565 0.403  -0.477
C 3.058 -0.907 -1.987  -0.464
H 4.499 -0.468 2.057  0.205
H 5.928 -0.234 1.042  0.228
H 5.724 0.883 -1.085  0.227
H 4.139 1.447 -1.633  0.209
H 6.184 -1.481 -0.985  0.228
H 4.943 -2.642 -1.477  0.211
H 3.000 -2.304 1.565  0.234
H 3.188 -3.212 0.065  0.245
H 2.456 0.599 1.455  0.226
H 2.267 1.396 -0.115  0.245
H 2.581 -0.126 -2.583  0.245
H 2.953 -1.860 -2.511  0.241
C -4.083 5.090 1.493  -0.638
C -3.245 4.132 0.695  0.036
C -2.143 4.569 -0.025  -0.192
C -1.361 3.708 -0.793  -0.055
C -0.200 4.256 -1.574  -0.641
C -1.713 2.359 -0.813  -0.163
Te -0.661 1.059 -2.113  0.207
C -2.816 1.884 -0.096  -0.095
C -3.183 0.431 -0.120  -0.562
C -3.566 2.777 0.652  -0.203
H -3.634 6.080 1.522  0.231
H -4.205 4.742 2.519  0.230
H -5.079 5.186 1.059  0.240
H -1.882 5.621 0.002  0.226
H -0.053 5.311 -1.354  0.243
H -0.363 4.165 -2.651  0.235
H 0.729 3.732 -1.335  0.215
H -2.358 -0.138 0.361  0.123
H -3.359 0.048 -1.126  0.246
H -4.044 0.184 0.502  0.253
H -4.426 2.417 1.207  0.219

Properties
Orbital gap, eV: 5.8218
ΔE to the lowest compared entry with this formula, charge and spin, kcal per mole: 3.6
Net charge: +2


This record from the OMol25 dataset describes C22H31BrCl2N3O3Ti as an isolated structure. The level of theory is ωB97M-V/def2-TZVPD.

Last column: natural (NBO) charge in e.
Positions of all 63 atoms, in Å:
O 3.458 1.803 -0.934  -0.546
C 2.645 2.060 -1.795  0.449
C 1.780 3.217 -2.042  -0.147
C 1.157 3.929 -1.001  -0.174
H 0.749 3.371 -0.154  0.248
C 1.062 5.318 -1.125  -0.203
H 0.697 5.907 -0.285  0.218
C 1.456 5.954 -2.312  -0.200
H 1.476 7.043 -2.361  0.217
C 1.818 5.179 -3.425  -0.223
H 2.092 5.659 -4.364  0.218
C 1.900 3.795 -3.322  -0.178
H 2.112 3.158 -4.189  0.226
H 2.482 1.255 -2.611  0.089
C 0.260 -0.709 -3.521  -0.650
C -0.556 0.123 -2.570  -0.423
H 0.037 -0.514 -4.597  0.196
H 0.091 -1.804 -3.296  0.194
H 1.344 -0.463 -3.396  0.196
C -1.241 1.302 -2.832  -0.134
C -2.139 1.352 -4.033  -0.669
H -1.032 2.265 -2.319  0.215
H -1.889 2.136 -4.744  0.203
H -3.157 1.524 -3.678  0.222
H -2.081 0.370 -4.511  0.207
Ti -0.924 -0.607 -0.857  1.146
Cl -1.190 1.354 0.289  -0.539
Cl -2.947 -1.254 -1.708  -0.514
C -2.474 -1.085 1.476  0.550
O -1.338 -1.442 1.023  -0.702
N -3.189 -1.896 2.220  -0.391
C -2.617 -3.178 2.604  -0.421
C -4.607 -1.656 2.465  -0.402
H -2.882 -0.096 1.251  0.199
H -1.561 -3.238 2.345  0.244
H -3.156 -3.986 2.090  0.203
H -2.738 -3.286 3.686  0.200
H -4.854 -0.651 2.094  0.226
H -4.806 -1.720 3.547  0.200
H -5.232 -2.402 1.937  0.208
H 1.761 -4.882 -0.768  0.211
H 4.209 -3.941 -0.523  0.211
C 1.691 -4.107 -1.545  -0.424
C 3.919 -3.115 -1.194  -0.408
N 2.471 -2.939 -1.145  -0.362
H 0.647 -3.835 -1.714  0.252
C 1.905 -1.820 -0.747  0.578
O 0.620 -1.689 -0.733  -0.689
H 4.431 -2.192 -0.896  0.230
H 2.561 -1.000 -0.440  0.200
H 2.129 -4.519 -2.463  0.212
H 4.216 -3.393 -2.220  0.213
Br 2.660 -2.855 4.387  0.053
C 2.378 -1.239 3.432  -0.124
C 3.055 -0.065 3.769  -0.211
C 2.802 1.090 3.024  -0.237
C 1.889 1.010 1.960  0.066
N 1.261 -0.111 1.642  -0.414
C 1.465 -1.217 2.352  0.000
H 3.753 -0.066 4.598  0.230
H 3.289 2.036 3.239  0.228
H 1.677 1.886 1.349  0.212
H 0.916 -2.116 2.082  0.211

Properties
Orbital gap (spin up / spin down), eV: 5.8359 / 6.3784
Multiplicity: 2
<S²>: 0.7817
ΔE to the lowest compared entry with this formula, charge and spin, kcal per mole: 0.0
Net charge: 0


This record from the OMol25 dataset describes a 2-piece molecular cluster, C22H31ClN2O4 overall. The level of theory is ωB97M-V/def2-TZVPD.

Last column: natural (NBO) charge in e.
Positions of all 60 atoms, in Å:
C -0.178 0.580 3.456  -0.630
C -0.705 -0.616 2.711  -0.026
C -1.702 -1.419 3.256  -0.203
C -2.177 -2.522 2.567  -0.194
C -1.671 -2.848 1.320  -0.212
C -0.681 -2.059 0.751  -0.048
C -0.106 -2.372 -0.609  -0.413
C -0.926 -1.824 -1.809  -0.114
C -2.327 -2.236 -1.680  0.298
N -3.436 -2.520 -1.602  -0.302
C -0.823 -0.282 -1.926  -0.400
C -1.859 0.549 -1.167  -0.438
C -1.953 1.953 -1.728  -0.346
Cl -0.456 2.876 -1.404  -0.086
C -0.376 -2.453 -3.128  -0.328
C -0.705 -3.872 -3.242  0.278
N -0.929 -4.993 -3.344  -0.295
C 1.133 -2.229 -3.257  -0.042
O 1.397 -2.157 -4.641  -0.562
C 2.721 -1.824 -5.019  0.242
O 3.489 -1.442 -3.922  -0.538
C 3.920 -0.085 -3.925  -0.095
C 2.794 0.948 -3.926  -0.108
O 2.637 1.540 -2.638  -0.725
C -0.206 -0.960 1.461  -0.177
H 0.068 0.313 4.483  0.230
H 0.736 0.936 2.980  0.206
H -0.904 1.390 3.485  0.232
H -2.097 -1.174 4.235  0.214
H -2.947 -3.137 3.016  0.216
H -2.051 -3.712 0.789  0.222
H 0.899 -1.951 -0.652  0.221
H -0.015 -3.454 -0.728  0.234
H 0.159 -0.009 -1.535  0.212
H -0.830 0.007 -2.980  0.211
H -1.572 0.624 -0.120  0.233
H -2.852 0.104 -1.228  0.237
H -2.790 2.499 -1.303  0.223
H -2.077 1.936 -2.810  0.206
H -0.847 -1.942 -3.970  0.266
H 1.388 -1.293 -2.757  0.178
H 1.690 -3.038 -2.782  0.196
H 2.655 -1.003 -5.739  0.148
H 3.167 -2.694 -5.504  0.163
H 4.484 0.043 -3.004  0.217
H 4.602 0.088 -4.762  0.172
H 3.031 1.745 -4.633  0.179
H 1.853 0.498 -4.253  0.175
H 1.755 1.365 -2.305  0.478
H 0.583 -0.352 1.026  0.194
C -1.524 4.476 7.203  -0.721
C -0.725 3.619 6.250  0.599
C 0.546 4.222 5.702  -0.722
O -1.083 2.508 5.940  -0.546
H -2.410 3.937 7.527  0.237
H -0.915 4.736 8.071  0.230
H -1.818 5.405 6.713  0.230
H 1.224 4.474 6.519  0.230
H 0.321 5.143 5.161  0.230
H 1.029 3.515 5.032  0.235

Properties
Orbital gap, eV: 9.6017
SMILES string: Cc1cccc(C[C@@](C#N)(CCCCl)[C@H](C#N)COCOCCO)c1.CC(C)=O
Net charge: 0


In the order shown, the computed max |F| values come out to 0.011; 0.015; 0.094; 0.007 hartree/bohr.